(1)
Density functional theory data (ωB97M-V with the def2-TZVPD basis set) for a molecular structure, C10H6EuN2O4 in a non-equilibrium geometry.

XYZ file:
```
23
C10H6EuN2O4 ωB97M-V with the def2-TZVPD basis set
Eu -0.03188 0.88929 -1.47866
C 0.77689 -0.95151 -2.80063
O 1.33277 -1.59960 -3.56130
C 0.92584 1.70923 -3.81373
O 1.40899 1.64863 -4.84928
C 2.48973 0.87266 -1.45914
O 3.58514 0.60468 -1.66220
C -1.80565 0.28533 -3.24273
O -2.49022 -0.11389 -4.05842
H -0.94039 4.19662 -0.27094
H -0.68404 4.44383 -0.93690
N -1.13461 -2.32980 5.44361
C -0.89502 -1.85884 4.39719
C -0.58061 -1.32847 3.09900
C -0.04191 -0.04496 3.00510
C 0.24794 0.47107 1.74583
N 0.04672 -0.26257 0.61678
C -0.46339 -1.50901 0.69112
C -0.76604 -2.07677 1.92388
H 0.17918 0.59533 3.87948
H 0.63419 1.49948 1.59243
H -0.65036 -2.06015 -0.23259
H -1.14328 -3.08060 1.97212
```

Calculated values
expectation value of S²: 15.760
2S+1: 8
energy: -1504.78513 Ha
net charge: +2
orbital gap (alpha / beta): 7.841 / 7.989 eV
LUMO (alpha / beta): -9.03 / -8.94 eV

(2)
Density functional theory data (ωB97M-V with the def2-TZVPD basis set) for a molecular structure, C10H6INO3 in a non-equilibrium geometry.

XYZ file:
```
21
C10H6INO3 ωB97M-V with the def2-TZVPD basis set
C 1.43303 1.34081 0.83027
C 2.07919 -0.94429 2.05803
C 0.75442 -1.52672 0.19501
C 1.76557 0.45442 1.82229
C 0.95468 1.29102 2.53328
C -0.05124 1.38350 1.15791
C -0.53226 2.53563 1.88492
C -0.98811 -0.11476 -2.11038
C -0.34848 -0.71894 0.07961
C -1.88735 -0.63855 -3.15370
N 1.54774 -1.75633 1.31242
O -0.26669 0.86017 -2.06145
O -0.87510 0.29123 0.86895
O -1.11915 -0.97405 -1.06268
I -2.25010 2.14349 2.98253
H 1.96887 2.21786 0.43801
H 2.75503 -1.36823 2.86834
H 0.93628 -2.23862 -0.51932
H -2.82781 -0.42150 -2.75315
H -1.46899 -1.68261 -3.20646
H -1.57953 -0.13354 -4.16447
```

Calculated values
expectation value of S²: 2.028
2S+1: 3
energy: -962.38367 Ha
orbital gap (alpha / beta): 6.364 / 6.885 eV
LUMO (alpha / beta): -0.28 / -2.13 eV

(3)
Density functional theory data (ωB97M-V with the def2-TZVPD basis set) for a molecular structure, C10H6IrNO5S in a non-equilibrium geometry.

XYZ file:
```
24
C10H6IrNO5S ωB97M-V with the def2-TZVPD basis set
O 0.73083 -0.90359 2.97379
C 0.47521 -0.66722 1.87716
Ir 0.04582 -0.17965 -0.07344
C -0.43382 0.45669 -1.90245
O -0.69765 0.80281 -2.96985
C 0.70267 -1.91853 -0.92215
O 0.87093 -2.40260 -1.99280
C -1.77170 -0.97503 0.14401
O -2.81472 -1.45160 0.25113
C 1.87948 0.57733 -0.27486
O 2.94795 0.98453 -0.40529
H 0.87671 -2.34190 0.15348
S -0.99591 2.11749 0.53111
C 0.03776 2.70480 1.77338
N 1.15473 3.40435 1.39014
C 1.99931 3.98707 2.30303
C 1.76028 3.81028 3.64688
C 0.65612 3.06032 4.07159
C -0.20648 2.50975 3.12879
H 1.31468 3.54413 0.39351
H 2.82402 4.55976 1.87923
H 2.43865 4.25981 4.36998
H 0.46456 2.90718 5.13018
H -1.08191 1.92067 3.38326
```

Calculated values
expectation value of S²: 8.783
2S+1: 6
energy: -1316.72346 Ha
net charge: +3
orbital gap (alpha / beta): 5.676 / 6.161 eV
LUMO (alpha / beta): -11.58 / -15.55 eV

(4)
Density functional theory data (ωB97M-V with the def2-TZVPD basis set) for a molecular structure, C10H7Cl2N2O6PdS in a non-equilibrium geometry.

XYZ file:
```
29
C10H7Cl2N2O6PdS ωB97M-V with the def2-TZVPD basis set
Pd 0.40067 0.31636 0.34138
Cl -4.20635 -1.40202 0.19170
C -2.86205 -2.13660 1.02087
C -3.10002 -3.28466 1.79785
C -2.09688 -3.89477 2.48485
Cl -2.44330 -5.30322 3.46493
C -0.77576 -3.38579 2.41110
C 0.35174 -3.90684 3.08776
C 1.57358 -3.32171 2.92077
C 1.69012 -2.21064 2.05258
N 0.65716 -1.72191 1.42458
C -0.56325 -2.25841 1.60579
C -1.61104 -1.55988 0.91212
O -1.38120 -0.46651 0.23049
H -4.10720 -3.67544 1.85112
H 0.22799 -4.76237 3.73847
H 2.44792 -3.69538 3.43725
H 2.64425 -1.73247 1.85433
O -0.08531 1.40948 2.21235
N -0.24923 2.58878 1.78028
O -0.10722 2.71250 0.56720
C 2.22077 2.13783 -1.95254
S 2.46767 0.47507 -1.44246
O 3.60228 -0.02089 -2.16191
O 2.60002 0.53712 0.05687
O 1.20196 -0.24053 -1.72118
H 3.12492 2.69416 -1.71435
H 1.36686 2.55696 -1.42446
H 2.05261 2.12719 -3.02647
```

Calculated values
energy: -2392.69591 Ha
net charge: -1
orbital gap (alpha / beta): 7.523 / 7.526 eV
ΔE to the lowest compared entry with this formula, charge and spin: 148.5 kJ/mol
LUMO (alpha / beta): 2.51 / 2.52 eV

(5)
Density functional theory data (ωB97M-V with the def2-TZVPD basis set) for a molecular structure, C10H7F3O2PtS.

XYZ file:
```
24
C10H7F3O2PtS ωB97M-V with the def2-TZVPD basis set
Pt 2.19646 0.39128 -0.25408
C -1.39841 2.52619 -1.12921
C -0.52341 1.54992 -0.40554
O 0.77346 1.83041 -0.40963
C -1.07057 0.39971 0.21014
C -2.45312 0.09393 0.09967
C -2.99382 -1.07374 0.61352
C -2.17736 -1.99360 1.26337
C -0.81874 -1.70303 1.41221
C -0.26247 -0.52501 0.94850
O 1.02254 -0.26603 1.27661
H -0.76946 3.32511 -1.51965
H -2.16350 2.96621 -0.47916
H -1.91994 2.05153 -1.96977
H -3.10523 0.79270 -0.40907
H -4.05419 -1.26920 0.49757
H -2.58583 -2.91892 1.65341
H -0.15356 -2.37875 1.93993
S 3.31545 -0.37276 -3.27172
C 2.41637 -0.34463 -2.00161
F 3.89073 -1.93695 0.14009
C 3.84338 -0.60134 0.33992
F 4.97786 -0.11023 -0.22090
F 4.01334 -0.43281 1.67541
```

Calculated values
expectation value of S²: 3.786
2S+1: 4
energy: -1352.79546 Ha
net charge: -1
orbital gap (alpha / beta): 5.275 / 6.864 eV
ΔE to the lowest compared entry with this formula, charge and spin: 9.5 kJ/mol
LUMO (alpha / beta): 2.99 / 1.79 eV

(6)
Density functional theory data (ωB97M-V with the def2-TZVPD basis set) for C10H7F4N5 in the gas phase in a non-equilibrium geometry.

XYZ file:
```
26
C10H7F4N5 ωB97M-V with the def2-TZVPD basis set
F 3.28075 -2.01236 3.70079
F 3.76734 -2.53269 0.93665
F 1.49494 0.32490 4.26081
F 2.68797 -0.84435 -0.87940
N -0.10070 1.93317 0.72422
N 0.37350 0.87276 -1.41141
C 0.23661 1.64884 1.98540
C -0.85633 0.45315 -1.53625
C 2.66073 -1.23606 2.76801
C 2.92440 -1.48568 1.36640
C 1.82069 -0.12275 3.01908
C 2.32492 -0.70016 0.37601
C 1.19655 0.62641 1.96598
C 1.41459 0.32252 0.67223
N 0.60647 1.13003 -0.05685
N -1.12538 -0.09892 -2.79855
N -1.94288 0.33254 -0.60435
C -2.48809 -0.59130 -2.76951
C -3.05581 0.21386 -1.61289
H -0.11161 2.21286 2.86555
H -0.47892 -0.19503 -3.57306
H -1.91728 0.89039 0.18129
H -2.41015 -1.60804 -2.62444
H -3.10796 -0.42448 -3.65429
H -3.97193 -0.30280 -1.34710
H -3.22240 1.19316 -1.95431
```

Calculated values
energy: -1058.40136 Ha
orbital gap: 8.812 eV
LUMO: 0.61 eV

Question: The lowest energy belongs to which entry?
Answer: C10H7Cl2N2O6PdS